# 1
The following is a DFT calculation (ωB97M-V/def2-TZVPD) of a cluster of 2 separate species, C5H8BrN in total.

Properties
total energy = -76843.7849 eV
HOMO energy = -0.30600 Eh
multiplicity = 1
energy relative to the best compared isomer or geometry (same formula, charge and spin) = 57.97 kcal/mol
total charge = 0
frontier orbital gap = 9.00 eV

Each line ends with the natural charge from an NBO analysis.
Cartesian coordinates (Å):
C 2.0119 -0.7024 0.2913  -0.5159
C -1.4651 2.5145 -0.0621  -0.3313
C 1.1114 0.2251 -0.0095  0.0342
C -0.8943 1.4776 0.1975  0.1756
C -0.8093 -0.8027 1.1752  -0.4070
N -0.2139 0.3257 0.3962  -0.4691
Br -5.0023 0.5052 0.5635  -0.2555
H 3.0247 -0.5695 -0.0112  0.2203
H 1.7030 -1.6672 0.7054  0.1951
H -3.5523 0.9874 0.2221  0.2388
H -1.9725 3.4671 -0.0305  0.2527
H 1.3821 1.1039 -0.6613  0.2126
H 0.1320 -1.4380 1.4870  0.2209
H -1.1868 -0.4552 2.1163  0.2116
H -1.5966 -1.2949 0.5801  0.2170

Cartesian forces, eV/Å:
-0.8559 -0.8411 -0.0490
-0.2308 -0.1712 0.5196
0.4962 1.9275 -1.0023
0.0845 -0.1594 -0.1888
2.3245 -0.2123 -0.1914
-0.8192 -0.6551 0.4376
2.3762 0.7561 -0.5504
0.4055 -0.0445 -0.3122
0.5491 0.4849 0.1265
-2.2438 -0.6897 0.5288
0.3619 -0.5118 -0.1927
-0.0723 -0.9134 1.0035
-2.4631 0.7773 -0.8632
-0.5231 0.4097 0.3560
0.6101 -0.1570 0.3780

---

# 2
The following is a DFT calculation (ωB97M-V/def2-TZVPD) of a structure of composition C5H8AlN6S.

Properties
total energy = -31683.7083 eV
HOMO energy = -0.48155 Eh
multiplicity = 1
energy relative to the best compared isomer or geometry (same formula, charge and spin) = 11.09 kcal/mol
total charge = +1
frontier orbital gap = 9.37 eV

Each line ends with the natural charge from an NBO analysis.
Cartesian coordinates (Å):
Al 0.1964 0.4638 -0.3779  1.7151
N 1.5603 -0.8713 -0.9024  -0.9072
C 2.4933 -0.9056 0.2667  -0.2474
C 1.6678 -1.1040 1.5317  -0.2425
N 0.4614 -0.2078 1.4835  -0.9119
H 1.1630 -1.7955 -1.0719  0.4301
H 2.0613 -0.6228 -1.7538  0.4409
H 3.0055 0.0572 0.2943  0.2278
H 3.2460 -1.6826 0.1551  0.2483
H 2.2716 -0.8781 2.4065  0.2495
H 1.3237 -2.1328 1.6226  0.2290
H 0.5082 0.5204 2.1927  0.4411
H -0.3837 -0.7382 1.6900  0.4379
N -6.1371 0.4404 -0.8594  -0.2799
C -5.0210 0.2658 -1.0791  0.4039
N -3.7560 0.0325 -1.3515  -0.5199
C -2.5983 0.0433 -1.0533  0.7900
N -1.4183 -0.0356 -0.8137  -1.0436
S 1.1678 2.4153 -0.7420  -0.2145
C -0.3723 3.1520 -0.8031  0.0178
N -1.4397 3.5837 -0.8349  -0.2648

Cartesian forces, eV/Å:
0.0249 0.0103 -0.0136
0.0389 -0.0264 0.0489
-0.0194 0.0622 -0.0473
-0.0550 0.0327 0.0267
-0.0217 0.0067 -0.1067
-0.0204 0.0012 -0.0112
0.0218 0.0175 0.0022
0.0201 0.0032 0.0019
-0.0189 -0.0414 0.0302
-0.0084 -0.0250 0.0300
0.0079 -0.0148 -0.0479
0.0914 0.0414 -0.0348
0.0256 -0.0138 0.1182
0.0281 0.0031 -0.0347
0.1360 0.0052 0.1241
-0.1380 -0.0274 -0.2954
-0.0251 0.0468 0.2282
-0.0731 -0.0744 -0.0648
-0.1421 0.1299 0.0078
0.0750 -0.1544 0.0186
0.0524 0.0174 0.0197